Formula: C8H17INO3
Source: OMol25
Level of theory: ωB97M-V with the def2-TZVPD basis set

Structure (XYZ):
```
30
Properties=species:S:1:pos:R:3:forces:R:3
C -0.49013 1.43354 1.24117 -0.05 0.06 0.11
O -1.50000 0.68817 0.55548 0.02 -0.10 0.02
C -1.13990 -0.64949 0.32816 0.13 0.02 -0.10
C -0.05343 -0.83130 -0.74615 -0.05 0.15 0.05
N -0.62211 -1.24285 -2.02527 -0.07 -0.09 -0.03
C 0.33991 -1.35607 -3.11528 0.05 0.01 0.03
C 0.19970 -2.66803 -3.88501 -0.05 0.04 -0.08
C 0.63844 -3.85429 -3.04907 0.06 -0.01 0.12
I 0.16163 -5.72707 -3.96216 -0.02 -0.06 -0.07
H 0.00135 0.83242 2.01068 -0.01 0.01 -0.02
H 0.26693 1.82103 0.55351 0.01 -0.05 0.02
H -0.95276 2.27413 1.74961 -0.01 -0.02 -0.07
H -2.05133 -1.15808 -0.00298 0.05 -0.02 0.04
H -0.80574 -1.11490 1.26767 -0.03 0.07 -0.04
H 0.72667 -1.52874 -0.39471 -0.06 -0.02 -0.02
H 0.43732 0.13388 -0.89101 0.01 -0.05 0.01
H -1.12924 -2.11307 -1.91021 0.02 0.08 0.01
H 0.20491 -0.52846 -3.82058 0.03 -0.01 0.05
H 1.36642 -1.27265 -2.72977 -0.03 -0.04 -0.01
H -0.84044 -2.78964 -4.20432 0.04 0.00 0.05
H 0.80370 -2.62330 -4.79436 -0.04 -0.01 0.01
H 0.15701 -3.88814 -2.07421 0.00 0.02 -0.04
H 1.71547 -3.87660 -2.90492 -0.01 0.04 0.01
C -0.14321 4.56048 5.00606 0.02 0.01 0.01
C 1.03944 3.91392 4.24258 0.02 -0.01 -0.01
O 0.74235 3.01543 3.41755 -0.02 -0.01 -0.03
O 2.16981 4.35959 4.53236 -0.01 -0.01 -0.01
H -1.09858 4.12787 4.70867 0.00 0.00 0.00
H 0.00491 4.42585 6.08009 -0.01 -0.01 0.00
H -0.14911 5.63638 4.81642 -0.01 0.00 -0.01
```
Forces are in eV/Å.

Results
E_HOMO (eV): -4.04
Strongest force on any atom (hartree/bohr): 0.003
Frontier orbital gap (hartree): 0.213
Charge: -1

Listed below, in e, are the natural (NBO) charges computed for each atom: -0.26, -0.54, -0.06, -0.25, -0.62, -0.21, -0.44, -0.49, 0.04, 0.18, 0.16, 0.23, 0.18, 0.16, 0.15, 0.21, 0.34, 0.19, 0.18, 0.21, 0.21, 0.22, 0.22, -0.74, 0.76, -0.82, -0.79, 0.19, 0.20, 0.20